Entry 1:
{"formula": "C40H100F2K2NO24S2", "method": "ωB97M-V/def2-TZVPD", "charge": 1, "energy_ha": -5639.78059, "homo_ev": -10.459, "gap_ev": 7.50, "elements": ["O", "C", "H", "H", "H", "H", "H", "H", "O", "H", "H", "H", "H", "O", "K", "H", "O", "H", "H", "H", "H", "O", "H", "C", "H", "C", "H", "H", "H", "C", "C", "C", "H", "O", "H", "H", "H", "N", "H", "H", "O", "H", "C", "O", "H", "C", "H", "C", "H", "C", "H", "H", "H", "H", "H", "H", "C", "C", "C", "H", "H", "S", "H", "H", "C", "H", "K", "O", "H", "H", "C", "C", "H", "H", "O", "H", "S", "H", "C", "O", "H", "O", "H", "O", "H", "C", "H", "C", "H", "H", "C", "H", "H", "H", "H", "H", "H", "H", "C", "H", "H", "C", "H", "O", "H", "O", "O", "H", "H", "H", "H", "O", "C", "C", "C", "H", "H", "O", "H", "H", "H", "C", "F", "C", "H", "C", "C", "C", "H", "O", "H", "C", "H", "H", "H", "C", "H", "H", "O", "H", "H", "H", "C", "C", "C", "H", "H", "H", "C", "C", "H", "C", "C", "H", "H", "H", "H", "O", "O", "C", "H", "H", "H", "F", "H", "O", "H", "H", "H", "H", "O"], "positions_angstrom": [[-0.775, 1.085, 0.891], [-0.966, -6.815, -0.432], [-2.024, 4.471, -5.153], [-5.299, 3.544, -3.712], [-0.967, -5.337, 2.639], [0.668, -3.320, 7.885], [0.939, 3.027, 2.913], [-1.162, -4.057, 5.086], [-0.615, 2.139, 5.711], [-1.994, 3.587, 0.776], [3.221, 0.261, 4.631], [-7.572, -5.781, 2.460], [6.664, -1.887, -1.899], [-5.151, -0.700, -1.442], [0.169, -3.404, 0.059], [5.113, 3.328, 1.359], [-2.990, -2.795, 1.137], [6.800, -3.445, 0.106], [0.712, -5.402, -4.008], [-4.562, -1.346, 1.131], [-3.374, 5.737, -4.038], [1.356, -1.541, -7.943], [3.162, 1.622, 2.693], [-1.607, 4.403, 0.165], [1.500, -3.658, 6.264], [0.361, 3.296, 3.797], [-0.109, -4.450, 6.831], [-0.408, 6.731, 0.462], [-0.523, 0.205, 6.058], [2.570, 3.970, 0.105], [-1.139, 1.016, 6.447], [0.543, -0.494, -5.303], [0.032, 4.459, -2.700], [-0.302, -5.029, -2.155], [3.112, 3.136, -0.340], [0.788, 0.386, -5.898], [3.425, -0.170, -3.208], [0.797, -0.915, -0.246], [7.771, -2.616, 1.196], [5.023, 0.306, -3.790], [1.169, 3.825, 4.839], [-1.184, 3.259, -2.786], [-6.228, 0.195, -1.304], [4.908, 0.088, -1.718], [-7.416, -4.178, 2.907], [-0.343, 2.054, 4.347], [-4.374, 2.830, -2.412], [-0.193, 3.502, -3.171], [2.032, 0.442, -8.187], [6.756, -2.607, 0.801], [0.476, 2.799, -2.676], [-0.569, 4.625, -6.220], [-0.977, -6.946, -2.521], [-0.661, 6.849, -5.279], [3.223, 4.434, 0.844], [-3.034, 0.517, -3.856], [-3.975, -0.076, -1.893], [-0.952, 4.662, -5.200], [3.912, -0.006, 3.831], [3.435, -2.483, 4.336], [-0.139, -2.996, 4.082], [0.515, -0.026, -1.473], [-3.932, -1.617, 2.689], [-1.677, -6.974, 2.241], [2.737, -1.184, -5.824], [-2.186, -5.811, -2.061], [3.406, -1.392, 0.341], [1.669, -1.319, -4.855], [1.885, 5.599, 5.370], [-6.995, -0.478, -0.921], [1.950, 4.998, 4.463], [-3.977, -3.826, 0.923], [-4.251, -0.621, -3.947], [0.403, 6.010, -4.094], [1.656, 0.705, -1.832], [-2.244, 5.232, 0.474], [0.177, -0.021, 1.041], [-6.551, -5.413, 3.783], [-4.553, 2.782, -3.487], [5.175, 1.344, 2.231], [2.952, 4.667, 4.190], [0.104, -0.808, 2.322], [6.449, 1.114, -0.784], [2.273, 5.064, -0.777], [-2.216, -1.315, 4.632], [-4.029, 0.326, -3.456], [-1.880, -7.379, -0.242], [-2.868, 6.652, -3.731], [-4.902, -2.408, 5.049], [4.765, -0.407, 4.379], [6.285, 0.335, -1.529], [-0.298, 4.079, 3.421], [-3.718, 3.211, -4.041], [1.986, 7.070, -0.563], [-3.750, 0.827, -1.325], [1.397, 5.531, 3.689], [-3.008, -0.693, 1.520], [-2.722, -2.917, 3.892], [-0.595, 6.060, -4.530], [-3.936, -4.689, 2.861], [-0.011, -1.127, -5.997], [1.994, -0.503, -8.728], [0.272, 1.165, 4.203], [-0.201, 3.528, -4.619], [6.658, 2.342, 1.424], [-0.160, -2.605, 6.132], [-0.846, 0.445, -1.720], [6.168, -2.898, 1.672], [4.210, 2.120, 3.980], [-0.009, -7.318, -0.293], [-5.101, -3.351, 2.797], [-0.192, 4.694, 0.384], [-4.304, -2.178, 5.931], [-6.807, -5.073, 2.780], [-1.155, -6.100, -1.856], [6.788, 0.715, -2.418], [1.828, 6.338, 0.921], [-5.774, -5.062, 1.887], [3.944, 1.468, -2.892], [-4.676, -3.484, 0.160], [-0.894, -4.949, -4.204], [0.573, -3.600, 6.836], [0.573, -1.345, -2.462], [-3.628, -1.581, 1.642], [0.320, -3.730, -3.526], [-0.041, -4.758, -3.553], [-4.717, -4.220, 2.262], [6.870, -1.142, -1.131], [-1.819, 4.179, -0.880], [-1.498, 6.474, -3.473], [-0.159, 6.274, -1.159], [5.719, 2.608, 1.908], [-5.862, 0.893, -0.551], [2.142, -3.021, -6.716], [-2.169, 0.779, 6.183], [-0.854, -3.028, 4.904], [-2.849, 7.360, -4.560], [-1.327, 1.974, 3.885], [3.503, -1.015, 2.957], [-0.044, -0.391, -4.390], [-4.303, -1.092, 6.035], [3.339, -2.227, -7.611], [0.119, 5.993, -0.144], [1.605, 6.146, -0.128], [4.096, 1.371, 3.196], [-0.941, 1.184, 7.506], [1.832, -1.963, 3.808], [2.932, -0.717, -9.241], [2.444, -2.021, -7.024], [-0.938, -6.213, 1.990], [-0.020, -6.720, 2.288], [2.868, -2.086, 3.494], [4.300, 0.442, -2.986], [2.806, -2.912, 2.785], [-3.320, 7.032, -2.815], [-4.747, -2.480, 6.880], [7.954, -1.032, -1.098], [6.289, -1.438, 0.106], [-3.036, -2.773, 5.843], [-2.265, -2.399, 4.735], [-3.226, -0.847, -1.715], [2.939, -0.152, -6.110], [5.938, 3.101, 2.855], [1.606, 0.828, 1.196], [1.305, -0.113, -9.477], [-1.007, -5.793, 0.558], [3.568, -1.700, -5.343], [-3.348, -4.676, 0.657], [-6.522, 0.875, -2.104], [1.674, 3.517, 0.531], [-4.961, 1.349, -3.727]], "forces_ev_per_angstrom": [[1.7, -2.9, -0.3], [-0.6, 2.4, -0.4], [0.0, 0.0, -0.1], [-1.0, -1.0, -0.1], [-0.6, 0.1, -0.4], [0.4, 0.4, -0.2], [0.3, -0.3, -0.1], [0.4, -0.6, -0.2], [-0.3, 1.5, 1.9], [0.8, -0.3, 0.1], [-0.9, -0.6, 0.0], [0.3, -0.3, -0.4], [-0.4, 0.0, -0.1], [0.3, 0.1, -1.3], [-0.8, -0.6, -0.1], [-0.3, -0.5, -0.5], [-0.8, 1.2, 0.8], [-0.4, -0.3, -0.2], [0.5, -0.2, 0.6], [0.0, -0.3, -0.6], [-0.1, -0.1, 0.0], [3.2, 0.4, 0.3], [-0.1, 0.1, -0.1], [0.4, 0.3, 0.3], [0.4, -1.0, 0.6], [0.4, 0.3, 0.8], [0.8, -0.8, 0.0], [0.3, 0.3, 0.3], [-0.1, -0.8, 0.6], [0.0, 0.7, 0.3], [1.6, 0.2, -2.2], [-0.3, -2.1, 0.4], [0.2, 0.2, -0.4], [0.7, 0.1, 0.3], [0.1, 0.4, -0.8], [0.4, 0.3, 0.7], [0.2, -0.2, 0.4], [-2.5, 0.8, 4.7], [0.3, 1.0, -0.1], [0.1, 0.2, -0.1], [0.6, 0.3, -0.7], [-0.4, -0.2, -0.2], [0.1, 0.1, 1.5], [-1.1, -0.1, -0.4], [0.6, 0.8, -0.3], [-0.8, -0.4, 0.4], [0.3, 0.3, 0.0], [-0.9, 0.5, 0.1], [0.9, -0.1, 0.8], [0.6, -0.6, -0.9], [0.3, -0.3, -1.0], [-0.4, 0.3, -0.1], [0.2, -0.1, -0.4], [0.3, 0.0, -0.4], [-0.1, -0.5, 0.6], [0.3, 0.6, 0.3], [0.1, 0.1, -1.8], [1.9, -0.1, 1.5], [0.5, 1.2, 1.3], [0.0, -0.1, 0.3], [-0.4, 0.4, -0.4], [-3.4, -0.9, -5.6], [0.5, -0.4, 0.1], [-0.6, 0.4, -0.2], [-1.0, -1.2, 0.7], [-0.2, 0.1, 0.5], [0.9, 0.7, -0.2], [0.6, 2.0, -1.4], [0.7, 0.2, -0.1], [-0.5, 0.7, -0.1], [-1.7, -1.3, 0.8], [0.4, 0.4, 1.5], [-1.0, 0.3, -0.4], [-0.1, 0.1, -0.1], [0.8, 1.3, -0.2], [0.2, 0.5, -0.1], [1.0, 1.4, 4.5], [0.5, 0.0, 0.2], [0.0, -1.5, 0.8], [-1.3, -0.2, 0.5], [0.1, 0.4, -0.1], [0.3, 1.2, -4.3], [0.0, -0.4, 0.5], [-0.2, -0.3, 0.2], [-0.1, 0.1, -0.3], [0.8, -0.7, 2.0], [0.3, -0.9, -0.5], [1.0, 0.1, -0.9], [-0.4, -0.3, 0.1], [0.6, 0.4, -0.1], [0.3, -2.5, -0.2], [-0.5, 0.0, 0.2], [0.6, -1.1, -0.2], [-0.5, 0.0, -0.6], [0.1, 0.1, 0.4], [0.4, 0.1, -0.3], [0.5, -0.4, -0.1], [0.3, 0.5, -0.7], [-1.9, -0.8, -0.2], [-0.2, -0.4, 0.5], [-0.3, 0.1, 0.0], [-1.9, 1.1, -0.2], [0.1, -0.3, -0.5], [-0.2, 0.8, 1.0], [-0.1, 0.5, -0.3], [-1.3, 1.3, -1.1], [2.7, -0.6, 0.8], [-0.6, 0.6, -0.3], [0.5, 0.0, 0.1], [-0.2, -0.5, -0.6], [0.0, 0.1, -0.1], [-1.9, 0.2, -0.9], [0.0, 0.4, 0.2], [-2.2, -1.0, 1.3], [0.1, -2.0, 0.5], [-0.1, -0.3, -0.4], [0.9, -0.9, 0.5], [0.9, 0.1, -0.6], [0.1, 0.1, -0.4], [-0.1, -0.3, -0.1], [-0.5, 0.6, 0.3], [-1.4, 0.5, -1.1], [0.1, 0.6, 0.5], [-0.2, 0.0, -0.3], [-0.3, 0.0, -0.6], [0.0, -0.2, 0.5], [0.7, 0.7, -1.8], [0.4, 2.9, -0.4], [0.2, 0.1, -0.1], [1.5, -1.2, 1.0], [-0.9, -1.2, -0.4], [0.6, -0.3, 1.1], [-0.6, 0.3, 0.7], [-0.4, 0.1, 0.3], [-0.3, 0.3, 0.3], [-0.2, -0.6, 2.6], [-1.1, 0.3, -0.1], [0.1, -0.4, -0.9], [-0.2, 1.3, -2.1], [-0.1, 0.8, -0.4], [0.6, 0.4, -0.3], [0.2, 0.4, -0.2], [-0.2, 0.2, -0.3], [0.7, 0.2, 0.9], [0.6, -1.0, -1.3], [-0.3, 0.1, -0.2], [-0.1, 0.7, 0.2], [0.1, -0.5, 0.4], [-1.5, -0.9, -1.6], [0.3, -0.4, -1.3], [0.6, 0.0, -0.7], [-0.6, -1.8, 1.4], [0.5, 0.3, 0.6], [0.3, -0.1, -0.5], [0.0, 0.1, -0.2], [-0.2, -0.6, -0.3], [0.3, -0.2, 0.4], [-0.2, -0.8, 1.6], [0.4, 0.0, 0.9], [1.1, -0.1, 0.2], [0.4, 0.4, -0.2], [0.1, 0.1, 0.4], [0.4, 0.3, 0.1], [-1.1, -0.7, 0.3], [-0.4, -0.9, -0.5], [0.5, 0.7, 2.5], [0.5, 0.5, 0.0], [-0.5, -0.1, -0.5], [0.0, -0.9, -0.7], [0.0, 0.3, 0.2], [0.0, 2.1, -0.9]]}


Entry 2:
{"formula": "C30H39AuN3S", "method": "ωB97M-V/def2-TZVPD", "charge": -1, "spin_multiplicity": 3, "energy_ha": -1864.56326, "homo_ev": [-0.418, -2.125], "s2": 2.0286, "gap_ev": [2.98, 4.68], "elements": ["H", "H", "H", "H", "C", "H", "H", "H", "C", "C", "H", "H", "C", "C", "H", "H", "C", "C", "C", "H", "C", "C", "H", "H", "C", "H", "H", "H", "H", "N", "C", "H", "H", "H", "C", "H", "C", "C", "Au", "H", "C", "N", "C", "C", "C", "C", "C", "H", "H", "C", "H", "H", "H", "S", "H", "H", "H", "H", "H", "H", "H", "H", "H", "C", "C", "C", "C", "C", "H", "C", "N", "H", "C", "C"], "positions_angstrom": [[2.855, 0.448, -4.746], [-2.795, 4.435, 1.258], [-0.785, -3.012, -2.434], [0.444, -1.931, 3.550], [3.251, 0.929, -0.459], [-3.741, 2.781, 2.465], [1.980, -2.164, -1.479], [-6.564, 0.459, -2.791], [4.534, 1.486, -0.426], [1.821, -2.396, -0.418], [1.875, -3.493, -0.313], [5.311, 1.067, -1.058], [-1.786, -1.532, 0.127], [4.785, 2.549, 0.458], [-3.848, -1.064, 0.508], [-1.745, -2.257, 3.466], [-0.664, -1.649, -0.764], [-5.329, 1.722, -1.542], [0.325, 0.829, -4.419], [-3.263, -0.607, -1.098], [-4.210, 2.103, -2.285], [2.452, 2.420, 1.162], [2.663, -1.974, 0.151], [-6.923, 2.189, -2.913], [0.973, -2.076, 2.599], [-3.185, -1.934, 2.478], [-3.092, 1.119, 2.301], [-3.596, -2.314, -0.733], [5.764, 3.025, 0.501], [0.146, 3.069, 1.500], [-0.742, -1.929, -2.223], [3.477, 0.344, -3.068], [3.045, 0.074, -1.108], [-0.124, 1.654, -4.987], [-1.876, 2.991, -2.475], [-1.645, -1.487, -2.667], [-3.191, -1.377, -0.315], [-1.319, -1.665, 1.458], [0.224, 0.401, -0.105], [1.837, -1.392, 2.579], [0.520, -1.859, 0.064], [-1.727, 2.755, 0.437], [-0.440, 2.272, 0.515], [-6.634, 1.393, -2.215], [1.445, 3.039, 1.918], [-2.865, 2.240, -0.276], [-0.779, 4.018, 1.979], [0.899, 0.178, -5.087], [-0.527, 4.711, 2.754], [-1.876, 3.887, 1.250], [-4.848, 1.403, 2.379], [-2.036, 2.803, -3.548], [0.129, -1.524, -2.752], [1.400, 1.558, -3.179], [-2.207, -0.591, 3.106], [1.390, -3.096, 2.610], [-7.425, 1.278, -1.465], [-1.803, 4.085, -2.351], [3.910, 3.708, 2.082], [-0.469, 0.252, -3.928], [-6.092, 1.405, 0.450], [1.689, 3.755, 2.692], [-4.314, 2.206, -3.370], [-5.212, 1.650, -0.151], [2.986, 0.988, -3.804], [3.775, 2.955, 1.304], [-3.899, 1.800, 1.984], [-2.981, 2.393, -1.668], [3.603, 1.881, -3.962], [-2.157, -1.608, 2.683], [2.228, 1.405, 0.267], [-0.911, 2.549, -2.197], [-3.990, 1.892, 0.494], [0.082, -1.859, 1.436]], "forces_ev_per_angstrom": [[0.1, 0.2, 0.2], [-0.1, 0.1, 0.1], [0.0, 0.2, 0.1], [0.2, 0.0, -0.2], [1.8, -0.6, -0.9], [0.0, -0.4, -0.2], [0.0, 0.0, 0.2], [0.0, 0.2, 0.2], [-0.3, 0.7, 0.9], [0.5, -0.1, 0.0], [-0.1, 0.1, 0.0], [0.0, 0.1, 0.0], [0.7, -1.0, 0.6], [2.5, -1.3, -2.2], [0.1, -0.1, -0.2], [-0.2, 0.1, -0.1], [-0.1, 0.2, 1.3], [0.3, 0.0, 0.3], [-0.7, 0.2, -0.2], [-0.2, -0.1, 0.1], [0.2, -0.1, 0.4], [2.5, -0.5, -0.8], [-0.1, -0.1, -0.2], [0.0, -0.1, 0.1], [0.5, -0.1, 0.4], [0.1, 0.1, 0.1], [-0.2, 0.4, -0.2], [-0.1, 0.2, 0.0], [-0.2, -0.2, -0.1], [-2.2, -0.3, -0.8], [-0.1, 0.0, -0.5], [-0.1, 0.1, -0.2], [0.0, 0.3, 0.4], [0.0, -0.4, -0.1], [0.6, -0.1, -0.5], [0.2, 0.0, 0.1], [-0.4, 0.1, -0.2], [0.1, -0.5, -1.2], [-0.6, 0.3, -0.5], [-0.2, -0.1, 0.1], [-1.2, 0.1, 0.5], [0.8, 0.8, 0.1], [-1.0, 0.4, 1.0], [-0.1, 0.0, -0.1], [0.5, -0.3, -0.2], [-0.7, 0.5, -0.2], [1.2, -0.2, -0.3], [-0.3, 0.1, 0.2], [0.1, 0.2, 0.0], [-1.1, -0.8, -0.3], [0.3, 0.1, -0.1], [0.0, 0.0, 0.3], [-0.1, -0.1, 0.0], [0.1, -0.2, 0.2], [0.0, -0.2, 0.1], [0.0, 0.1, 0.1], [0.1, 0.0, -0.2], [-0.1, -0.4, 0.1], [0.1, -0.1, -0.3], [0.2, 0.1, -0.2], [0.3, 0.0, -0.1], [0.1, -0.1, -0.1], [0.2, 0.0, 0.3], [0.4, 0.0, -0.2], [0.6, 0.3, 0.0], [-3.1, 0.6, 2.0], [-0.3, -0.2, 0.7], [-0.5, 0.1, 0.1], [0.1, -0.4, -0.1], [-0.2, 0.2, 0.4], [-0.7, 1.5, 1.6], [-0.2, 0.2, 0.0], [0.1, 0.0, -0.5], [-0.3, 0.0, -1.0]]}


| no. | molecular weight (Da) |
| --- | --- |
| 1 | 1159.55 |
| 2 | 670.70 |